No. 1
{
  "formula": "C2H5N2O2S",
  "method": "ωB97M-V with the def2-TZVPD basis set",
  "homo_lumo_gap_ev": 7.34,
  "homo_ev": -3.288,
  "e_above_lowest_kj_mol": 348.60,
  "total_charge": -1,
  "species": ["C", "C", "N", "N", "O", "O", "S", "H", "H", "H", "H", "H"],
  "xyz": [[-0.8498, -0.3973, -1.1237], [-0.7480, 1.0389, -0.6600], [0.3593, 0.2668, -1.0997], [1.2864, -0.1428, 0.0896], [-0.0904, -1.7805, 1.5312], [1.6874, -0.4400, 2.5884], [0.4615, -0.4702, 1.7606], [-1.1272, -0.9712, -0.3563], [-1.0453, -0.7621, -2.0651], [-0.8544, 1.9452, -1.2974], [-1.0148, 0.9672, 0.3754], [1.9353, 0.7461, 0.2570]],
  "nbo_charge": [-0.2640, -0.3162, -0.2725, -0.7389, -1.0429, -1.0436, 1.5664, 0.2152, 0.1742, 0.1832, 0.2058, 0.3331]
}

---

No. 2
{
  "formula": "C2H5N2OP",
  "method": "ωB97M-V with the def2-TZVPD basis set",
  "homo_lumo_gap_ev": 9.30,
  "homo_ev": -8.747,
  "e_above_lowest_kj_mol": 398.85,
  "total_charge": 0,
  "species": ["C", "C", "N", "N", "O", "P", "H", "H", "H", "H", "H"],
  "xyz": [[-1.0698, 0.8232, 0.3414], [0.1878, 1.3051, 0.2492], [-0.2365, -1.6547, 0.4875], [0.6967, -1.1887, -0.3048], [-1.4976, -0.3306, 0.7620], [1.5207, 0.1417, 0.6839], [-1.7429, 1.4598, -0.2473], [0.3963, 2.1098, -0.3493], [-0.9114, -2.1860, 0.1200], [0.3665, -1.0239, -1.2567], [2.2902, 0.5443, -0.4859]],
  "nbo_charge": [0.2012, -0.6847, -0.1746, -0.5665, -0.5530, 0.7582, 0.1533, 0.2197, 0.3484, 0.3608, -0.0629]
}

---

No. 3
{
  "formula": "C2H5N2OS2",
  "method": "ωB97M-V with the def2-TZVPD basis set",
  "homo_lumo_gap_ev": 7.18,
  "homo_ev": -14.319,
  "e_above_lowest_kj_mol": 297.18,
  "total_charge": 1,
  "species": ["C", "C", "N", "N", "O", "S", "S", "H", "H", "H", "H", "H"],
  "xyz": [[0.0597, -1.0056, 0.0769], [-0.5899, 1.8092, 0.2711], [0.4757, -0.5394, -1.0259], [0.2097, -2.3068, 0.3574], [0.4552, 2.4849, 0.7257], [-0.9189, 0.1003, 1.1563], [-0.6713, 1.5123, -1.5391], [-1.6368, 2.3596, 0.5794], [0.3828, -1.1207, -1.8076], [0.7514, -3.0392, -0.3615], [0.1993, -2.6218, 1.3051], [1.2832, 2.3673, 0.2621]],
  "nbo_charge": [0.3563, -0.1641, -0.6004, -0.7523, -0.6710, 0.2811, 0.4626, 0.2866, 0.4053, 0.4497, 0.4355, 0.5107]
}

---

No. 4
{
  "formula": "C2H5N2P",
  "method": "ωB97M-V with the def2-TZVPD basis set",
  "homo_lumo_gap_ev": 10.19,
  "homo_ev": -9.134,
  "e_above_lowest_kj_mol": 82.07,
  "total_charge": 0,
  "smiles": "C1=NCNP1",
  "species": ["C", "N", "C", "N", "P", "H", "H", "H", "H", "H"],
  "xyz": [[0.3601, -1.1396, 0.7627], [-0.5766, -0.4039, 1.0516], [-0.8916, 0.6997, 0.2271], [0.2262, 0.8775, -0.7367], [1.4508, -0.3526, -0.8602], [0.5844, -2.0153, 1.2738], [-1.7592, 0.2625, -0.3280], [-0.9563, 1.5605, 0.8453], [0.8035, 1.6924, -0.5672], [0.7585, -1.1811, -1.6684]],
  "nbo_charge": [-0.0502, -0.4137, -0.0827, -0.9304, 0.5880, 0.1811, 0.2059, 0.2084, 0.3758, -0.0822]
}